Here is the molecule C3H6ClOPS from OMol25. Energies are from wB97M-V/def2-TZVPD.

ORCA input file:
```
! RIJCOSX wB97M-V def2-TZVPD def2/J DEFGRID3
* xyz 0 1
C -0.737 -0.124 -1.015
C -0.063 0.576 0.133
C -1.071 0.544 1.358
O 1.045 -0.194 0.608
P 2.266 -0.716 -0.310
S 2.338 0.071 -2.082
Cl 1.866 -2.732 -0.498
H -0.574 -1.225 -1.193
H -1.477 0.458 -1.528
H 0.072 1.577 -0.068
H -0.420 0.614 2.122
H -1.521 -0.350 1.324
H -1.726 1.501 1.149
*
```

Output
* DFT total energy: -37900.2346 eV
* orbital gap (alpha / beta): 8.883 / 6.038 eV
* max |F|: 6.397 eV Å⁻¹
* LUMO (alpha / beta): -0.1 / -2.4 eV